1.
DFT (ωB97M-V/def2-TZVPD) results for a 13-piece molecular cluster, C45H122N6O13 overall.

Each line ends with the Löwdin charge.
CARTESIAN COORDINATES (ANGSTROEM)
H -3.90 -1.57 -2.20  0.13
H -3.38 -3.42 0.32  0.03
C 5.74 -0.69 -2.85  -0.22
H -2.88 5.49 0.94  0.09
H -6.15 -2.34 -2.96  0.08
H 3.93 -0.37 7.20  0.08
O -0.21 -1.87 6.07  -0.07
C -1.16 -0.52 -3.40  -0.10
C -0.54 -3.98 4.95  -0.04
H 6.09 -5.17 -1.15  0.08
H -5.76 -2.07 4.10  0.08
H 1.58 3.97 2.36  0.08
H -4.86 -3.64 -1.55  0.11
H 1.45 0.06 1.66  0.06
C -4.03 3.94 1.73  -0.41
C 1.79 3.44 3.29  -0.07
H -5.29 2.52 -5.35  0.09
H 4.67 -0.61 -3.07  0.13
H -6.08 4.35 1.40  0.13
N 5.81 1.35 -1.50  0.07
H -2.86 4.77 3.26  0.07
H 0.51 -4.09 4.68  0.07
H -6.60 -0.65 3.42  0.06
N 1.46 -1.80 -6.47  0.04
H 2.04 1.79 -1.96  0.05
C -1.71 -4.48 0.15  -0.45
N -3.65 4.89 0.65  0.02
H -1.61 3.24 -4.74  0.09
O -3.92 1.95 -3.95  -0.17
C -6.08 -1.59 -2.18  -0.04
H -1.16 -0.19 1.18  0.07
C 2.78 -0.13 5.27  -0.38
H -0.48 -2.88 -0.65  0.07
C 6.40 -0.61 -5.11  -0.11
H -4.21 -0.40 5.26  0.13
C -5.97 -1.00 4.24  -0.05
C -3.41 2.20 -2.66  -0.23
O 6.51 -0.05 -3.83  -0.16
N 1.41 0.33 4.96  0.05
H 1.18 -1.40 -7.36  0.07
C 5.09 -0.69 -0.46  -0.05
C -0.74 -4.95 1.19  -0.07
C -3.92 4.53 3.11  -0.04
O -5.18 1.28 4.64  -0.06
H -0.60 -4.41 5.95  0.08
H -2.85 1.35 -2.26  0.11
H 6.81 -1.62 -5.21  0.08
N -1.81 3.41 -1.29  0.05
H -1.02 3.17 2.76  0.06
H -7.88 2.77 1.76  0.10
H 1.97 -3.08 -1.27  0.07
H -1.62 -1.30 -2.80  0.07
C 0.66 -0.11 -4.80  -0.21
H 4.38 3.37 -2.32  0.12
H 2.25 -0.87 7.21  0.07
H 5.34 -4.39 -5.17  0.09
H -1.33 -2.23 2.96  0.07
H -7.53 1.26 2.57  0.08
H -6.90 -1.70 -1.48  0.09
C -2.48 3.37 -2.63  -0.38
H -5.29 -0.86 0.43  0.09
H 5.36 -0.68 -5.45  0.07
H -4.65 0.29 -0.80  0.07
H 3.13 0.97 -5.42  0.08
H 2.63 3.97 3.76  0.09
N 5.71 -4.02 -4.29  0.05
H -1.85 -0.13 -4.13  0.09
H -6.54 -1.09 5.17  0.08
H -5.33 3.21 0.30  0.12
H 6.96 0.02 -5.80  0.09
H 2.33 1.04 0.47  0.07
H -4.26 3.86 3.89  0.08
H 5.21 -1.76 -0.34  0.06
H 3.39 0.66 4.83  0.14
H -0.57 3.98 -3.56  0.07
C -1.05 0.33 0.23  -0.04
H 0.33 -1.88 3.39  0.07
C 2.93 -0.12 6.82  -0.04
H -4.49 5.45 3.26  0.09
H 0.04 -5.60 0.77  0.08
O 0.46 1.78 -1.08  -0.13
C -0.95 -2.51 5.02  -0.46
H 2.08 0.80 -6.93  0.08
H 0.76 -0.32 5.41  0.06
H -0.76 0.28 -2.77  0.06
H 5.31 -0.22 0.51  0.09
C -1.02 -3.76 -1.01  -0.04
H 3.44 -5.03 -1.92  0.12
H -4.22 2.30 -1.93  0.11
H 6.05 -1.74 -2.80  0.09
H 4.23 -1.63 4.86  0.13
C 2.70 0.32 -6.18  -0.04
H 2.44 -1.53 -1.90  0.07
H -1.15 4.18 -1.21  0.10
C 3.34 3.32 -2.01  -0.47
O 0.96 3.04 5.51  -0.08
H -4.61 3.88 -4.45  0.09
C -5.44 3.47 1.35  -0.22
H 6.36 1.75 -2.26  0.09
H 1.10 0.62 -4.11  0.12
H -0.18 -4.14 1.66  0.07
H 3.95 2.91 0.03  0.07
C -0.55 2.70 3.63  -0.06
H -6.22 -0.66 -2.75  0.09
H -4.39 5.58 0.49  0.08
H -5.36 1.75 3.81  0.04
H -5.82 2.83 -3.78  0.08
H -1.11 -4.47 4.17  0.07
H -2.98 4.30 -2.88  0.12
H 3.51 -0.23 -6.66  0.06
C 3.02 -2.72 2.76  -0.12
H 2.68 0.90 7.12  0.08
H 5.40 -5.78 -3.31  0.14
H -2.01 -2.51 5.28  0.14
H -2.40 -5.25 -0.20  0.13
C 6.24 -4.44 -1.95  -0.06
H 7.29 -4.50 -2.23  0.08
H 6.98 -0.31 -1.12  0.14
H -0.98 -0.48 -0.48  0.06
C 5.28 -4.70 -3.11  -0.44
H -0.89 2.25 -3.47  0.05
O 2.96 1.95 -2.28  -0.11
H 3.73 4.63 -0.30  0.08
C -7.14 1.94 1.81  -0.08
H -0.05 0.37 -5.48  0.13
H 2.38 -1.31 -4.75  0.12
C 2.44 -2.60 -2.12  -0.10
O -5.86 2.42 2.15  -0.21
H -0.38 2.25 -1.30  0.03
H -0.41 -2.31 6.91  0.10
C 1.45 0.40 0.62  -0.03
H 2.49 3.93 -3.85  0.08
C -3.87 -0.13 3.18  -0.06
H -1.18 -5.50 2.01  0.07
H 2.58 -2.26 5.21  0.12
O -0.08 -1.10 -4.10  -0.19
H 0.03 2.08 0.85  0.11
H -0.97 -0.73 3.90  0.07
H 2.28 3.63 -0.17  0.06
H 4.84 1.58 -1.67  0.02
H -0.29 -4.35 -1.56  0.07
H -3.61 -0.80 0.13  0.06
H -1.91 0.96 0.01  0.06
O -4.61 -3.00 -0.87  -0.07
H 5.85 -3.02 -4.20  0.02
C -4.77 -0.07 4.39  -0.47
C -4.57 -0.72 -0.39  -0.05
H 0.35 4.53 4.29  0.13
C 6.00 -0.08 -1.52  -0.44
H 2.15 2.44 3.08  0.07
C -4.91 2.84 -4.38  -0.11
C 1.82 -0.76 -5.50  -0.44
C -4.74 -1.71 -1.51  -0.46
H -1.41 2.66 4.30  0.08
H 3.03 -2.67 1.67  0.08
H -7.16 1.29 0.93  0.09
H -3.34 3.11 1.55  0.13
C 3.17 -1.50 4.69  -0.20
H 0.81 -2.49 -6.11  0.07
O -2.61 -3.60 0.89  -0.09
H 2.18 -3.39 2.94  0.07
H -1.80 -3.41 -1.71  0.07
H 1.27 0.25 3.96  0.05
C -1.34 3.21 -3.68  -0.03
H 6.12 -3.41 -1.62  0.05
H 4.02 -0.54 -0.67  0.05
H -3.66 -1.15 2.86  0.08
H 1.43 4.29 -2.48  0.05
H 1.53 -0.48 -0.03  0.08
H -4.29 0.33 2.27  0.06
C 0.63 3.48 4.20  -0.51
H -0.26 1.67 3.42  0.05
C 3.85 -4.40 -2.71  -0.21
C 0.23 1.19 0.25  -0.42
H 3.21 -4.64 -3.56  0.12
H 1.70 -2.69 -2.93  0.08
O 3.76 -3.03 -2.39  -0.19
H -2.56 3.58 -0.62  0.03
C -0.70 -1.77 3.73  -0.05
H 3.96 -3.26 2.90  0.09
H 1.06 2.05 5.44  0.04
H -2.98 0.47 3.32  0.06
C 3.32 3.64 -0.49  -0.05
O 2.91 -1.43 3.31  -0.19
C 2.47 4.28 -2.81  -0.05
H 2.86 5.29 -2.68  0.08

Energy above the lowest of the compared OMol25 structures with the same formula, charge and spin, kJ/mol: 0.0
Highest occupied orbital energy, eV: -8.4
2S+1: 1
HOMO-LUMO gap, eV: 8.69
F_max, eV/A: 2.2
Net charge: 0

***

2.
DFT (ωB97M-V/def2-TZVPD) results for C45H23Cl3F15GeIrN2P2S as an isolated structure.

Each line ends with the Löwdin charge.
CARTESIAN COORDINATES (ANGSTROEM)
H -1.28 -1.74 2.58  0.11
C 4.15 -3.78 1.89  -0.11
F 3.37 -5.96 1.50  0.20
C 2.66 0.04 4.62  -0.21
C 2.70 0.65 5.87  -0.13
N -2.57 0.88 -0.84  -0.43
C -0.41 2.62 -1.50  -0.39
C 3.29 0.40 -0.99  -0.20
F 0.90 -5.03 0.86  0.14
C -2.10 1.61 -5.56  -0.03
Cl 2.71 -4.33 -3.55  0.70
C 5.34 2.15 -0.51  -0.12
C -3.69 -2.12 -1.52  -0.08
F 0.39 -2.39 0.91  -0.09
H -3.11 -1.67 -2.32  0.09
C -2.38 0.77 4.56  -0.02
C -0.27 4.70 -0.29  -0.03
C 3.14 -4.67 1.54  -0.10
C -1.40 0.72 -3.44  -0.34
C -1.76 -0.41 4.19  -0.04
F 6.32 3.00 -0.29  0.19
H -1.84 2.80 -3.81  0.12
H -2.39 1.08 5.60  0.13
C -1.35 -0.56 -4.00  -0.11
H -1.29 -1.04 4.94  0.13
C -2.04 0.34 -6.12  -0.02
P -2.32 -0.44 0.16  0.82
H 0.91 2.43 -3.21  0.12
C 0.58 3.06 -2.39  -0.08
H -0.60 5.34 0.52  0.13
C -5.42 -3.61 -0.78  -0.01
H -2.28 0.20 -7.16  0.13
F 2.58 2.61 7.13  0.20
F 2.79 -1.28 4.55  0.12
C -1.78 1.81 -4.23  -0.07
C 0.56 -3.35 -2.46  -0.29
H -2.40 2.46 -6.17  0.13
H -4.60 1.28 -0.49  0.10
C 4.54 1.70 0.53  -0.20
C 0.71 5.13 -1.18  -0.02
C -4.26 -2.28 0.85  -0.05
Ir -0.20 -0.73 -0.54  0.74
C 2.35 2.79 4.81  -0.13
C 1.65 -2.84 1.26  -0.20
C 1.87 -4.19 1.21  -0.14
F 2.88 -0.07 6.96  0.17
F 4.81 2.12 1.76  0.14
C 4.04 0.82 -2.06  -0.14
C -3.01 1.19 2.27  -0.07
C 2.55 2.03 5.95  -0.11
F 5.34 -4.22 2.19  0.19
H -3.70 2.61 -1.23  0.09
N 0.28 -2.47 -1.78  0.10
H -5.82 -3.65 1.32  0.13
C 2.61 -1.92 1.60  -0.14
F 2.28 -0.51 -1.25  -0.03
F 4.83 -1.57 2.27  0.13
Cl 0.10 -4.30 -4.84  0.70
C -5.22 -3.22 0.54  -0.03
C 3.86 -2.42 1.91  -0.21
C -3.50 -1.72 -0.19  -0.33
C -3.84 1.53 -1.21  -0.06
C -4.65 -3.06 -1.81  -0.04
C 1.13 4.32 -2.22  -0.03
Cl 0.54 -5.95 -2.48  0.71
F 3.79 0.41 -3.29  0.15
C -1.75 -0.80 2.86  -0.13
C 0.97 -4.47 -3.32  -1.62
H -3.50 2.48 3.90  0.13
F 2.11 2.88 2.48  0.07
C -1.67 -0.74 -5.33  -0.05
P -1.11 1.01 -1.70  0.83
H -4.17 1.19 -2.20  0.09
F 5.82 2.15 -2.80  0.19
F 2.19 4.10 4.90  0.17
C -2.37 0.01 1.89  -0.43
H -4.82 -3.37 -2.83  0.12
C 2.31 2.15 3.59  -0.24
C 2.47 0.78 3.46  -0.16
C -3.01 1.57 3.61  -0.02
H -4.11 -1.97 1.87  0.11
H -1.62 -1.73 -5.77  0.10
C 5.08 1.72 -1.81  -0.11
H -1.07 -1.42 -3.41  0.04
H -6.17 -4.35 -1.02  0.13
C 3.50 0.81 0.31  -0.14
Ge 2.44 0.01 1.71  0.94
C -0.83 3.44 -0.44  -0.11
H 1.14 6.12 -1.06  0.13
S 0.31 0.73 1.04  0.64
H -1.59 3.10 0.25  0.09
H -3.49 1.83 1.54  0.10
H 1.89 4.67 -2.91  0.13

Energy above the lowest of the compared OMol25 structures with the same formula, charge and spin, kJ/mol: 0.0
Highest occupied orbital energy (spin up / spin down), eV: -16.3 / -16.3
2S+1: 2
HOMO-LUMO gap (spin up / spin down), eV: 6.80 / 5.06
<S²>: 0.7559
F_max, eV/A: 0.9
Net charge: +3

***

What is the formula in the second record?
C45H23Cl3F15GeIrN2P2S